# 1
This record from the OMol25 dataset describes a 2-piece molecular cluster, C3H6F2O2S overall in a non-equilibrium geometry. The level of theory is wB97M-V/def2-TZVPD.

Last column: natural (NBO) charge in e.
Cartesian coordinates (Å):
F 1.56 -1.76 0.77  -0.513
O -0.76 -2.32 -0.33  -0.810
C 1.04 1.06 0.49  -0.738
C -0.15 0.73 -0.28  0.388
H 0.76 2.00 1.04  0.247
H -2.02 -0.45 -0.38  0.247
O 1.21 -1.94 -1.79  -0.791
H -1.38 0.13 1.23  0.234
H 1.86 0.95 -0.13  0.243
C -1.50 0.33 0.18  -0.720
F -0.13 1.22 -1.55  -0.351
S 0.48 -1.65 -0.61  2.081
H -2.25 1.23 -0.03  0.228
H 1.29 0.46 1.39  0.255

As for the net charge: 0. The expectation value of S² is 2.01. As for the spin multiplicity: 3. Its HOMO-LUMO gap (alpha / beta) is 7.82 / 8.85 eV.



# 2
This record from the OMol25 dataset describes one molecule with the formula C3H6F3O2P in a non-equilibrium geometry. The level of theory is wB97M-V/def2-TZVPD.

Last column: natural (NBO) charge in e.
Cartesian coordinates (Å):
O -0.10 -1.68 0.06  -0.812
H -1.11 1.06 -2.45  0.281
F -3.81 -0.80 -0.16  -0.316
F -2.56 -1.58 1.43  -0.328
P -1.14 -0.87 -0.79  2.039
O -1.54 -1.72 -1.88  -1.069
C -0.61 0.81 -1.46  -1.027
C 0.63 -1.51 1.24  -0.244
H 0.63 -2.55 1.65  0.210
H 0.44 0.81 -1.93  0.265
C -2.69 -0.61 0.53  0.723
F -2.89 0.53 1.20  -0.335
H 1.60 -1.11 1.00  0.191
H -0.73 1.57 -0.71  0.240
H 0.08 -0.81 1.99  0.180

Its energy above the lowest of the compared OMol25 structures with the same formula, charge and spin is 0.0000 eV. As for the net charge: 0. The structure (SMILES) is CO[P@@](C)(=O)C(F)(F)F. Its HOMO-LUMO gap is 11.12 eV.



# 3
This record from the OMol25 dataset describes C3H6F4N3OP3 as an isolated structure in a non-equilibrium geometry. The level of theory is wB97M-V/def2-TZVPD.

Last column: natural (NBO) charge in e.
Cartesian coordinates (Å):
P -0.28 -0.55 2.26  1.420
N 0.68 1.25 -0.06  -0.687
C 1.29 -1.73 -1.62  -0.235
P 0.72 1.95 1.51  1.424
H 2.20 -1.16 -1.18  0.190
O 0.33 -0.64 -1.70  -0.823
N -0.13 -1.14 0.72  -1.391
H -3.91 0.81 -0.43  0.203
F 0.35 -1.92 2.90  -0.569
F 2.24 -0.06 1.65  -0.248
H 1.41 -1.93 -2.60  0.196
H 1.11 -2.47 -0.92  0.215
N 1.14 0.51 2.33  -0.637
H -1.74 1.42 -1.83  0.229
C -2.94 0.45 -0.31  -0.306
P -0.32 -0.05 -0.42  2.099
F 2.24 2.57 1.46  -0.561
F 0.41 2.23 -1.02  -0.241
H -2.88 -0.28 0.37  0.195
C -1.91 0.75 -1.11  -0.474

Its energy above the lowest of the compared OMol25 structures with the same formula, charge and spin is 0.1433 eV. As for the net charge: 0. Its HOMO-LUMO gap is 9.45 eV.



# 4
This record from the OMol25 dataset describes C3H6FKO2 as an isolated structure in a non-equilibrium geometry. The level of theory is wB97M-V/def2-TZVPD.

Last column: natural (NBO) charge in e.
Cartesian coordinates (Å):
H 2.07 1.95 -2.42  0.565
F 2.62 1.15 -2.59  -0.565
H 1.08 -1.49 1.38  0.175
C 0.94 -0.40 1.50  -0.241
H -1.83 -0.35 -1.99  0.119
C -1.77 -0.27 -0.88  0.180
O -0.31 0.01 0.98  -0.612
H 1.76 0.12 0.99  0.176
H 0.96 -0.14 2.57  0.169
H 0.39 -0.12 -1.04  0.170
K -2.59 0.09 2.08  0.966
C -0.49 -0.22 -0.39  -0.197
O -2.85 -0.34 -0.20  -0.906

Its energy above the lowest of the compared OMol25 structures with the same formula, charge and spin is 0.0000 eV. As for the net charge: 0. Its HOMO-LUMO gap is 5.62 eV.



# 5
This record from the OMol25 dataset describes C3H6FN as an isolated structure in a non-equilibrium geometry. The level of theory is wB97M-V/def2-TZVPD.

Last column: natural (NBO) charge in e.
Cartesian coordinates (Å):
H -1.33 1.14 -0.54  0.207
F 0.37 1.00 1.30  -0.369
H -0.39 -1.56 -1.33  0.312
C -0.98 0.05 -0.18  -0.308
H -1.58 -0.45 0.62  0.233
H 2.19 -0.20 1.11  0.252
C 1.66 -0.47 0.16  -0.519
N -1.41 -0.73 -1.42  -0.757
H -1.09 0.01 -2.11  0.344
C 0.48 0.18 0.19  0.376
H 1.82 -1.38 -0.52  0.230

Its energy above the lowest of the compared OMol25 structures with the same formula, charge and spin is 2.4192 eV. As for the net charge: 0. Its HOMO-LUMO gap is 10.68 eV.



# 6
This record from the OMol25 dataset describes one molecule with the formula C3H6FN in a non-equilibrium geometry. The level of theory is wB97M-V/def2-TZVPD.

Last column: natural (NBO) charge in e.
Cartesian coordinates (Å):
H 0.80 -1.11 -1.26  0.351
H 1.70 -0.64 0.08  0.347
C -0.05 1.39 -0.42  0.203
H -1.61 0.79 0.86  0.224
N 0.94 -1.30 -0.28  -0.809
H -0.12 -1.10 1.54  0.204
H -1.10 -1.51 0.21  0.199
F -0.48 2.70 -0.47  -0.350
C -0.70 0.52 0.31  -0.291
H 0.87 1.15 -1.04  0.173
C -0.26 -0.87 0.48  -0.252

Its energy above the lowest of the compared OMol25 structures with the same formula, charge and spin is 0.1504 eV. As for the net charge: 0. The structure (SMILES) is NC/C=C/F. Its HOMO-LUMO gap is 10.85 eV.